Version w
Molecular formula: CH3Br2N
Method: DFT, ωB97M-V/def2-TZVPD

LUMO level (spin up / spin down) ... -1.3 / -0.4 eV

Atoms and positions in Å:
C  0.01590  -0.64515  -1.11716
N  -0.53595  0.83940  1.12271
Br  -0.22646  -0.39331  2.42640
Br  0.70529  2.16703  1.00071
H  -0.20898  0.22321  -1.70236
H  1.03580  -0.90848  -0.92135
H  -0.78561  -1.28269  -0.80897

Charges computed using Mulliken, reported in e: atom 1 (C): -0.8629, atom 2 (N): -0.1951, atom 3 (Br): 0.0651, atom 4 (Br): 0.0643, atom 5 (H): 0.2947, atom 6 (H): 0.3339, atom 7 (H): 0.3001

=====

Version x
Molecular formula: CH3Br2N
Method: DFT, ωB97M-V/def2-TZVPD

LUMO level (spin up / spin down) ... -0.3 / -1.3 eV

Atoms and positions in Å:
C  -1.16301  -0.58151  0.72650
N  1.62823  1.42998  -1.23606
Br  2.31170  0.04030  -2.12246
Br  0.75662  0.99311  0.26668
H  -1.90574  0.10688  0.96022
H  -0.42181  -0.77694  1.55764
H  -1.20598  -1.21182  -0.15252

Charges computed using Mulliken, reported in e: atom 1 (C): -0.9936, atom 2 (N): -0.2091, atom 3 (Br): 0.0282, atom 4 (Br): 0.1825, atom 5 (H): 0.3471, atom 6 (H): 0.3121, atom 7 (H): 0.3328

=====

Verdict on stability: version w comes out on top.

=====

Version w
Molecular formula: C5H8N
Method: DFT, ωB97M-V/def2-TZVPD

Net charge ... +1
LUMO level (spin up / spin down) ... -4.7 / -7.3 eV
Multiplicity ... 3

Atoms and positions in Å:
C  -0.65830  2.13849  -0.18873
C  1.27252  -0.22264  0.07915
C  -1.25243  -0.17598  0.47799
C  -0.46489  0.85018  -0.14767
C  -1.57630  -1.39556  -0.13582
N  2.50835  -0.53766  -0.27282
H  0.01376  2.92328  -0.51513
H  -1.61678  2.43926  -0.29204
H  0.90099  -0.58229  1.03749
H  -1.52634  -0.11068  1.49454
H  -2.09016  -2.22142  0.47827
H  2.96572  -0.15835  -1.08073
H  -1.55872  -1.75785  -1.17313
H  3.08258  -1.18879  0.23863

Atom charges from the Mulliken analysis, given in e for atoms 1 to 8: atom 1 (C): -0.6736, atom 2 (C): -0.1891, atom 3 (C): -0.2024, atom 4 (C): 0.4219, atom 5 (C): -0.6955, atom 6 (N): -0.2253, atom 7 (H): 0.3016, atom 8 (H): 0.3386

=====

Version x
Molecular formula: C5H8N
Method: DFT, ωB97M-V/def2-TZVPD

Net charge ... +1
LUMO level (spin up / spin down) ... -5.0 / -8.6 eV
Multiplicity ... 3

Atoms and positions in Å:
C  -3.20928  -0.98467  -0.36456
C  2.08383  -0.78617  0.33169
C  0.62110  0.69025  -0.55067
C  0.78436  -0.67589  0.06847
C  -2.49791  -0.77188  0.58606
N  0.31893  1.85159  -0.06628
H  -3.50163  -1.08055  -1.40061
H  1.48498  0.67616  -1.34063
H  0.01100  -1.13265  0.54746
H  2.56775  -1.42159  1.03437
H  -1.94897  -0.84348  1.35812
H  2.84678  -0.18060  -0.24306
H  -0.36924  2.02778  0.67300
H  0.80830  2.63171  -0.63337

Atom charges from the Mulliken analysis, given in e for atoms 1 to 8: atom 1 (C): -0.3448, atom 2 (C): -0.9126, atom 3 (C): 0.0349, atom 4 (C): 0.3041, atom 5 (C): -0.6103, atom 6 (N): -0.2701, atom 7 (H): 0.3473, atom 8 (H): 0.3074

=====

Verdict on stability: version w comes out on top.

=====

Version w
Molecular formula: C3H3FIO2
Method: DFT, ωB97M-V/def2-TZVPD

Net charge ... -1
LUMO level ... 2.6 eV

Atoms and positions in Å:
C  0.54509  -1.43700  0.64294
C  -0.92055  0.72556  -0.07756
C  0.26282  -0.06479  -0.14100
O  1.08883  -1.18274  1.70419
O  0.13457  -2.46821  0.24540
F  0.62384  0.50461  -2.33535
I  2.00999  1.17401  0.06854
H  -1.73426  -0.01863  -0.04232
H  -0.98733  1.28887  0.84747
H  -1.02301  1.47833  -0.91231

Atom charges from the Mulliken analysis, given in e for atoms 1 to 8: atom 1 (C): 0.5640, atom 2 (C): -1.0596, atom 3 (C): 0.3154, atom 4 (O): -0.5965, atom 5 (O): -0.6104, atom 6 (F): -0.6720, atom 7 (I): 0.0578, atom 8 (H): 0.3099

=====

Version x
Molecular formula: C3H3FIO2
Method: DFT, ωB97M-V/def2-TZVPD

Net charge ... -1
LUMO level ... 3.4 eV

Atoms and positions in Å:
C  -1.48569  -1.55123  -0.50526
C  1.07764  0.29238  -0.11774
C  0.09347  0.70361  0.88912
O  -2.53369  -1.06425  -0.47853
O  -0.55662  -2.20759  -0.47867
F  0.68135  1.51827  1.96643
I  -1.35000  2.11206  -0.25496
H  1.64492  -0.48564  0.44521
H  0.59840  -0.28018  -1.02197
H  1.83021  0.96256  -0.44363

Atom charges from the Mulliken analysis, given in e for atoms 1 to 8: atom 1 (C): 0.6791, atom 2 (C): -0.8245, atom 3 (C): -0.3344, atom 4 (O): -0.3382, atom 5 (O): -0.3277, atom 6 (F): -0.2311, atom 7 (I): -0.4141, atom 8 (H): 0.2291

=====

Verdict on stability: version x comes out on top.

=====

Version w
Molecular formula: C3H15N2O3
Method: DFT, ωB97M-V/def2-TZVPD

Net charge ... +1
LUMO level ... -2.5 eV

Atoms and positions in Å:
C  0.95666  2.46408  1.81336
C  1.17994  1.02045  2.19935
N  0.74619  0.08263  1.14642
C  -0.35890  -0.62026  1.27653
N  -1.04567  -1.06596  0.25860
H  -0.02367  2.86834  2.05659
H  1.68745  3.10084  2.31289
H  1.13640  2.65324  0.75924
H  2.21761  0.83328  2.45828
H  0.61244  0.78746  3.09328
H  1.03937  0.35288  0.20833
H  -0.74948  -0.77947  2.27293
H  -0.79092  -0.77640  -0.70338
H  -1.73553  -1.77575  0.45178
H  0.42837  -0.00076  -2.51039
H  -0.78120  0.82091  -2.58260
O  -0.29819  0.29360  -1.92945
H  2.00794  2.20102  -3.75401
H  2.94852  1.05640  -4.05382
O  2.42513  1.43311  -3.33454
H  -4.18588  -3.08103  0.17450
H  -3.30429  -4.02503  -0.72411
O  -3.29961  -3.41889  0.02977

Atom charges from the Mulliken analysis, given in e for atoms 1 to 8: atom 1 (C): -1.0492, atom 2 (C): -0.4538, atom 3 (N): -0.1555, atom 4 (C): 0.2147, atom 5 (N): -0.1336, atom 6 (H): 0.3033, atom 7 (H): 0.3530, atom 8 (H): 0.2923

=====

Version x
Molecular formula: C3H15N2O3
Method: DFT, ωB97M-V/def2-TZVPD

Net charge ... +1
LUMO level ... -2.5 eV

Atoms and positions in Å:
N  -1.08425  0.25189  0.81885
C  -0.79349  -1.13089  0.31310
C  0.06000  -1.75780  1.45577
O  -0.74037  -1.61170  2.59975
C  0.02033  -0.98146  -0.92800
N  -0.70050  -0.07919  -1.87039
H  -1.40881  0.13605  1.78432
H  -0.22913  0.85772  0.82717
H  -1.78604  0.74067  0.26373
H  -1.72350  -1.65687  0.10721
H  0.22157  -2.80028  1.15866
H  1.00038  -1.20662  1.51011
H  -0.47319  -2.16358  3.33938
H  0.31150  -1.91821  -1.40768
H  0.95746  -0.45606  -0.71884
H  -1.22402  -0.60900  -2.56659
H  0.00263  0.23432  -2.54031
H  2.26787  2.26253  -3.00279
H  1.01686  3.00537  -2.69479
O  1.59311  2.30070  -2.34131
H  1.31277  2.01016  -0.53364
H  1.48545  2.64358  0.88481
O  1.07103  1.91358  0.40953

Atom charges from the Mulliken analysis, given in e for atoms 1 to 8: atom 1 (N): -0.1892, atom 2 (C): 0.0176, atom 3 (C): -0.6666, atom 4 (O): -0.5481, atom 5 (C): -0.8408, atom 6 (N): -0.5550, atom 7 (H): 0.4236, atom 8 (H): 0.2650

=====

Verdict on stability: version w comes out on top.

=====

Version w
Molecular formula: C4H6NO3
Method: DFT, ωB97M-V/def2-TZVPD

Net charge ... -1
LUMO level ... 4.2 eV
SMILES ... N[C@H](C=O)CC(=O)[O-]

Atoms and positions in Å:
N  0.30099  -1.37191  1.43579
C  -0.17950  -0.14437  0.68137
C  -0.92927  -0.90146  -0.49249
O  -0.50037  -1.89451  -1.05425
C  0.80403  0.76610  0.03787
C  -0.15011  1.59968  -1.08376
O  -0.54556  0.79294  -2.02468
O  -0.45643  2.79066  -1.03846
H  1.16336  -0.97944  1.91613
H  0.73930  -2.20643  0.83171
H  -1.02486  0.38322  1.48596
H  -1.86531  -0.58568  -0.89804
H  1.27638  1.47826  0.85797
H  1.36735  0.27294  -0.65512

Atom charges from the Mulliken analysis, given in e for atoms 1 to 8: atom 1 (N): -0.7728, atom 2 (C): 0.1561, atom 3 (C): -0.0443, atom 4 (O): -0.5779, atom 5 (C): -0.6550, atom 6 (C): 0.5078, atom 7 (O): -0.6994, atom 8 (O): -0.6884

=====

Version x
Molecular formula: C4H6NO3
Method: DFT, ωB97M-V/def2-TZVPD

Net charge ... -1
LUMO level ... 4.1 eV

Atoms and positions in Å:
C  -0.73569  1.43722  -0.60220
C  0.56956  1.27728  -0.42647
C  3.22216  0.08103  0.22032
C  0.29776  -1.59762  0.11180
N  1.43496  0.26441  -0.80091
O  3.52749  -1.05382  0.05698
O  3.42173  1.16016  0.65222
O  0.77965  -0.97954  -1.06745
H  -1.00626  2.28784  -0.23191
H  -1.25226  0.66803  -1.08540
H  1.14348  2.11602  -0.13130
H  0.06606  -0.68880  0.75249
H  1.06323  -2.24324  0.56009
H  -0.63758  -2.13865  -0.21574

Atom charges from the Mulliken analysis, given in e for atoms 1 to 8: atom 1 (C): -1.0025, atom 2 (C): -0.1052, atom 3 (C): 0.7156, atom 4 (C): -0.5561, atom 5 (N): -0.3689, atom 6 (O): -0.5170, atom 7 (O): -0.5206, atom 8 (O): -0.3260

=====

Version y
Molecular formula: C4H6NO3
Method: DFT, ωB97M-V/def2-TZVPD

Net charge ... -1
LUMO level ... 3.7 eV
SMILES ... NC(=O)CCC(=O)[O-]

Atoms and positions in Å:
N  -1.26409  -1.32230  1.36222
C  -0.55609  -0.19226  1.67004
O  -0.04474  -0.14082  2.78765
C  -0.28811  0.81435  0.56303
C  0.94224  0.37393  -0.24691
C  0.58969  0.26844  -1.76738
O  0.02427  1.26694  -2.25232
O  0.83651  -0.84038  -2.29829
H  -1.53737  -1.44284  0.39887
H  -1.46692  -2.05986  2.00874
H  -1.11567  0.71398  -0.15062
H  -0.26556  1.82515  0.99148
H  1.30159  -0.64226  0.06276
H  1.71505  1.10426  -0.00720

Atom charges from the Mulliken analysis, given in e for atoms 1 to 8: atom 1 (N): -0.3707, atom 2 (C): 0.4670, atom 3 (O): -0.6782, atom 4 (C): -0.5083, atom 5 (C): -0.5229, atom 6 (C): 0.4742, atom 7 (O): -0.7139, atom 8 (O): -0.7427

=====

Version z
Molecular formula: C4H6NO3
Method: DFT, ωB97M-V/def2-TZVPD

Net charge ... -1
LUMO level ... 2.5 eV

Atoms and positions in Å:
O  0.77790  1.47181  -2.31252
C  1.21071  0.33754  -1.92759
C  -0.86120  0.28625  0.12649
C  0.31826  0.66866  0.96245
N  -2.06062  -0.21308  0.65831
C  -1.32816  -1.33418  1.04135
O  2.37311  0.07036  -1.49422
O  -0.64879  -1.53551  2.10999
H  0.59067  -0.51061  -2.20700
H  -0.87468  0.82740  -0.84272
H  0.12334  0.87899  2.00896
H  0.95048  -0.24643  1.00715
H  0.91682  1.47073  0.49738
H  -1.48784  -2.17193  0.37198

Atom charges from the Mulliken analysis, given in e for atoms 1 to 8: atom 1 (O): -0.6827, atom 2 (C): 0.0111, atom 3 (C): -0.0059, atom 4 (C): -1.1254, atom 5 (N): -0.4949, atom 6 (C): 0.2708, atom 7 (O): -0.6652, atom 8 (O): -0.6060

=====

Verdict on stability: version y comes out on top.